# C4H12N3

A gas-phase ion, C4H12N3 (charge +1) in a non-equilibrium geometry (ωB97M-V with the def2-TZVPD basis set, OMol25).

Geometry (Å):
C 0.70841 -1.23966 -0.13757
C 1.10812 -1.97734 1.19408
C -0.48613 0.78546 -0.96378
C -1.43045 1.63287 -0.08317
N 0.30526 0.05193 -0.00397
N 0.85928 -1.92476 -1.28558
N -0.56627 2.40065 0.80431
H 2.23872 -1.95747 1.08816
H 0.77941 -1.39347 1.95503
H 0.72474 -2.98723 1.34485
H 0.18025 1.31663 -1.60724
H -1.22973 0.22885 -1.56932
H -2.08296 2.23681 -0.61131
H -1.96960 0.85463 0.43717
H 1.00132 -2.89447 -1.27173
H 0.71770 -1.45726 -2.20654
H -0.36602 3.29771 0.26520
H 0.42303 0.54641 0.86453
H -0.91507 2.47972 1.78687

Cartesian forces, eV/Å:
C -0.19 0.05 1.52
C 2.08 -0.14 -4.01
C -1.44 0.40 -0.36
C 2.38 -1.20 1.03
N 0.39 -3.98 -1.64
N -1.11 3.50 -0.19
N -0.14 1.14 0.03
H -1.22 -0.36 0.73
H -0.67 1.70 2.45
H 0.07 0.07 -0.57
H 0.17 0.79 -0.54
H 1.05 -0.64 0.18
H -1.38 0.98 -1.35
H -0.50 0.16 0.52
H 0.29 -1.29 0.10
H 0.11 -0.70 1.18
H -0.24 -1.28 2.00
H 0.05 0.16 0.50
H 0.32 0.67 -1.58

Summary:
- strongest force on any atom (eV Å⁻¹) = 4.5
- net charge = +1
- SMILES = CC(=[NH2+])NCCN
- E_LUMO (eV) = -3.141
- DFT total energy (hartree) = -323.6327

=====

# C11H18

2 unconnected molecules or ions with the total composition C11H18 in a non-equilibrium geometry (ωB97M-V with the def2-TZVPD basis set, OMol25).

Geometry (Å):
C -1.04100 1.36127 -1.40146
C -2.13703 1.87158 -2.34733
C 0.28964 2.04581 -1.60578
C -1.47378 1.43282 0.06376
H -0.95642 0.30627 -1.66547
H -2.60925 2.78897 -1.99026
H 0.35585 3.09033 -1.29372
H 1.06283 1.56674 -0.97239
H 0.69136 2.00127 -2.61248
H -2.55780 1.53391 0.19786
H -1.10982 0.57156 0.64801
H -1.07450 2.30763 0.59997
H -2.99576 1.18323 -2.37822
H -1.73930 2.00897 -3.35582
C -0.19406 -2.13392 -0.54205
C 2.65844 -0.91800 1.53548
C 2.17374 -1.22719 2.84631
C 1.86764 -1.10254 0.44820
C 0.59264 -1.66807 0.61088
C 0.84233 -1.59123 3.05202
C 0.07772 -1.86723 1.94978
H 3.66430 -0.53477 1.41303
H 2.85531 -1.21835 3.68212
H 2.24583 -0.79885 -0.51862
H 0.46691 -1.79185 4.04818
H 0.04353 -3.19256 -0.71668
H 0.13876 -1.64019 -1.45025
H -0.87690 -2.36194 2.09803
H -1.26122 -2.02366 -0.34310

Cartesian forces, eV/Å:
C -0.80 0.18 -0.17
C -0.47 0.03 0.25
C 1.34 -0.18 0.56
C -0.03 0.33 0.73
H 0.34 -0.11 -0.01
H 0.43 0.32 -0.11
H -0.58 0.06 -0.06
H -0.24 -0.01 -0.14
H -0.24 -0.11 -0.33
H 0.15 -0.43 -0.16
H -0.21 0.06 -0.12
H 0.09 -0.08 -0.40
H 0.43 -0.11 -0.13
H -0.21 0.04 0.08
C 0.24 0.20 0.08
C 0.14 0.07 0.28
C 0.21 0.16 -0.19
C 0.60 0.46 0.03
C -0.61 -0.38 0.18
C -0.25 -0.41 -0.24
C 0.16 -0.24 0.29
H -0.04 -0.04 0.10
H 0.11 0.19 0.11
H -0.19 -0.25 -0.16
H 0.06 0.06 -0.08
H -0.17 -0.13 0.21
H -0.23 0.18 -0.11
H -0.08 0.26 -0.26
H 0.03 -0.13 -0.26

Summary:
- strongest force on any atom (eV Å⁻¹) = 1.5
- net charge = +1
- E_LUMO (alpha / beta) (eV) = -4.363 / -8.132
- DFT total energy (hartree) = -429.6103
- ⟨S²⟩ = 0.768
- spin multiplicity = 2

=====

# C24H60F4K2N2O20S4

A molecular structure, C24H60F4K2N2O20S4 in a non-equilibrium geometry (ωB97M-V with the def2-TZVPD basis set, OMol25).

Geometry (Å):
K -13.21449 -5.54706 4.75755
K -16.63949 -6.22591 6.36034
N -15.98916 -5.26683 3.85661
S -17.13963 -6.29595 3.09965
O -17.28587 -6.27011 1.69216
O -18.13103 -6.78219 4.00302
F -16.03616 -7.52849 3.21201
S -16.71010 -3.93596 3.35783
O -17.96461 -3.55370 3.90836
O -16.48542 -3.69165 1.96846
F -15.60511 -2.92787 3.96196
N -14.08313 -5.43996 7.35701
S -12.94088 -6.12596 8.43368
O -13.44711 -6.71046 9.62607
O -11.62833 -5.59898 8.45303
F -12.80043 -7.43603 7.50940
S -14.23916 -4.07076 8.05195
O -13.13764 -3.17846 8.06367
O -15.24049 -3.97036 9.06381
F -15.12150 -3.51946 6.78001
C -14.71720 -0.13048 8.16861
O -15.89807 0.63289 8.37077
C -17.05310 -0.14652 8.28354
C -18.30964 0.63537 8.61373
O -18.79672 1.51500 7.63293
C -17.90116 2.45338 7.10377
H -13.92198 0.58522 8.36595
H -14.56878 -0.54145 7.16435
H -14.70587 -0.96002 8.88411
H -17.04267 -0.96856 9.02335
H -17.20197 -0.63260 7.30873
H -18.28324 1.12294 9.59813
H -19.08382 -0.13290 8.73058
H -17.53210 3.17242 7.85001
H -18.42355 3.01889 6.33326
H -17.01428 2.00138 6.65407
C -12.91453 -14.57212 11.44342
O -12.53637 -13.46661 10.66579
C -13.60496 -12.84270 9.98547
C -14.40745 -11.94234 10.88927
O -13.60210 -10.93705 11.48194
C -13.39080 -9.81689 10.65824
H -13.20683 -14.27894 12.45995
H -12.06496 -15.24689 11.54967
H -13.74170 -15.13408 10.99489
H -14.26779 -13.59135 9.52617
H -13.13314 -12.29975 9.16289
H -14.82217 -12.49440 11.73237
H -15.21717 -11.44919 10.32979
H -13.22792 -9.93935 9.58344
H -12.49700 -9.29040 11.00660
H -14.18322 -9.08941 10.88291
C -11.73781 1.09093 12.60796
O -11.06274 0.77698 11.41870
C -11.74750 -0.16123 10.63460
C -11.59693 -1.61261 11.07985
O -10.26783 -2.00508 10.76601
C -10.05475 -3.37946 10.87465
H -11.07503 1.70549 13.21822
H -12.04709 0.21530 13.18445
H -12.62766 1.70961 12.41532
H -11.30761 -0.15032 9.63299
H -12.81461 0.08413 10.54440
H -12.31052 -2.23592 10.53164
H -11.69392 -1.67447 12.16907
H -9.08255 -3.56357 10.40851
H -10.79364 -3.94526 10.29222
H -9.99837 -3.77676 11.89549
C -13.52479 -4.68790 12.36490
O -13.96894 -3.46261 12.87774
C -15.33018 -3.21249 12.66298
C -16.26034 -4.04293 13.52685
O -16.06609 -3.71114 14.87603
C -17.01792 -4.29635 15.72577
H -14.02507 -5.52452 12.86558
H -12.44921 -4.80074 12.48829
H -13.71444 -4.75410 11.28552
H -15.58809 -3.39824 11.60812
H -15.51596 -2.16395 12.89775
H -16.07616 -5.12322 13.39598
H -17.30380 -3.89834 13.20637
H -17.01630 -3.75927 16.67730
H -16.71892 -5.31843 15.99748
H -18.02909 -4.25114 15.31304
C -17.68530 -6.34601 9.54912
O -17.67401 -7.34718 8.51051
C -17.12283 -8.58981 8.85468
C -16.74146 -9.43373 7.65375
O -15.76408 -8.78597 6.86360
C -15.12742 -9.66165 5.94704
H -16.62498 -6.22664 9.80337
H -18.12724 -6.76076 10.45977
H -18.16381 -5.43666 9.21182
H -17.73626 -9.14961 9.56315
H -16.12603 -8.38499 9.28676
H -17.60144 -9.77017 7.05518
H -16.36540 -10.37644 8.08113
H -14.67739 -9.03646 5.17567
H -15.85032 -10.32376 5.46897
H -14.32747 -10.20414 6.45660
C -10.26381 -8.98916 8.89564
O -8.99206 -8.62985 8.36104
C -8.24916 -9.76090 7.92510
C -6.93734 -9.28886 7.36208
O -6.92493 -9.19639 5.95686
C -6.59635 -10.42521 5.32659
H -10.53499 -8.14388 9.53293
H -10.21758 -9.88410 9.51741
H -10.95723 -8.96703 8.05472
H -8.83781 -10.26162 7.14394
H -8.12152 -10.42821 8.78735
H -6.04512 -9.78457 7.76689
H -6.77830 -8.26405 7.72155
H -7.38124 -11.16259 5.52375
H -5.64021 -10.79383 5.71230
H -6.50454 -10.22319 4.26383

Cartesian forces, eV/Å:
K -0.10 0.18 -0.20
K -0.31 0.03 0.21
N -3.16 -0.89 -1.21
S 3.81 -4.39 0.54
O -0.84 0.90 0.43
O -0.50 0.90 0.01
F -0.32 0.17 0.25
S 2.64 4.83 -1.58
O -0.04 -0.77 0.71
O -0.58 -0.39 0.08
F -0.47 -0.41 0.76
N 2.99 -2.35 2.40
S 0.22 -3.83 -1.33
O -0.83 0.86 0.20
O -0.14 0.90 -0.43
F 0.03 0.24 -0.42
S -3.91 5.06 -1.72
O 0.70 -0.42 0.40
O 0.57 -0.71 0.75
F 0.22 0.03 -0.03
C -0.02 0.46 0.50
O 0.18 -0.28 -0.51
C -0.79 -0.25 0.45
C -0.40 -0.28 0.22
O -0.30 -0.21 -0.25
C 0.57 0.54 -0.04
H 0.27 -0.30 0.07
H -0.43 0.12 -0.11
H 0.25 0.01 0.01
H 0.31 0.06 -0.04
H 0.29 0.21 -0.16
H 0.53 0.16 -0.10
H -0.06 0.13 -0.17
H -0.14 -0.15 0.11
H -0.14 -0.10 0.04
H -0.09 -0.15 -0.02
C -0.10 -0.21 0.56
O 0.01 -0.16 -0.37
C 0.28 -0.32 -0.15
C 0.14 0.78 0.22
O 0.31 -0.43 -0.48
C 0.22 1.38 0.98
H -0.09 0.06 -0.10
H 0.08 0.11 -0.15
H 0.02 0.04 -0.07
H -0.01 -0.02 0.08
H -0.11 0.22 0.09
H -0.15 -0.15 -0.13
H -0.13 -0.29 0.00
H -0.39 -0.57 0.01
H 0.10 -0.31 0.10
H -0.19 -0.08 -0.63
C -0.20 0.58 0.25
O 0.13 -0.10 0.08
C -0.15 -0.72 -0.58
C 0.82 0.66 0.37
O -0.22 0.23 -0.06
C 0.53 -0.46 -0.62
H 0.10 -0.18 -0.02
H 0.08 -0.07 -0.03
H -0.03 -0.19 -0.12
H -0.04 0.35 0.03
H 0.03 0.08 0.12
H -0.14 -0.07 0.24
H -0.56 -0.33 -0.06
H -0.05 -0.08 0.09
H -0.07 -0.01 0.17
H -0.25 0.27 0.14
C -0.23 -0.39 -0.41
O 0.52 0.40 0.30
C -0.49 -0.25 -0.18
C 0.19 -0.67 -0.08
O -0.29 0.49 0.01
C 0.36 -0.11 0.73
H 0.12 -0.10 -0.11
H 0.00 0.28 0.30
H -0.17 -0.03 0.09
H 0.01 0.09 0.06
H 0.16 0.05 -0.05
H 0.07 0.09 -0.11
H 0.05 0.30 0.09
H 0.03 0.21 -0.18
H -0.31 -0.13 -0.37
H 0.00 -0.17 -0.07
C 1.39 -1.79 0.44
O -1.24 0.53 -0.79
C 1.65 0.47 0.07
C -0.78 -0.75 0.25
O -0.39 0.21 0.14
C 0.18 0.40 0.01
H -0.11 0.76 0.08
H -0.48 0.22 -0.13
H -0.05 -0.03 -0.15
H -0.11 -0.03 -0.04
H -0.27 -0.11 0.54
H 0.00 0.46 -0.17
H 0.33 0.16 -0.02
H -0.02 -0.06 -0.04
H 0.06 -0.14 0.04
H -0.13 -0.26 -0.05
C 0.69 1.44 -0.23
O 0.24 -0.25 0.31
C -0.64 0.03 0.30
C 0.62 1.23 0.28
O 0.26 -0.23 -0.24
C -0.12 0.39 0.45
H -0.13 -0.13 0.09
H -0.21 -0.24 -0.31
H -0.39 -0.80 0.21
H 0.20 -0.28 0.05
H 0.06 -0.15 -0.17
H -0.24 -0.64 -0.31
H -0.33 -0.03 -0.08
H 0.10 -0.17 -0.19
H -0.01 -0.12 -0.07
H -0.08 -0.10 -0.07

Summary:
- strongest force on any atom (eV Å⁻¹) = 6.6
- E_LUMO (eV) = -1.051
- DFT total energy (hartree) = -5756.5810

=====

# C4H15N2O

3 unconnected molecules or ions with the total composition C4H15N2O in a non-equilibrium geometry (ωB97M-V with the def2-TZVPD basis set, OMol25).

Geometry (Å):
C 2.36407 -0.42962 0.51214
N 2.30438 0.95658 0.90403
C 2.15179 -0.67783 -1.00276
N -2.67790 -0.66982 0.42595
C -3.63212 0.02991 -0.35794
C 0.69809 -0.25298 -1.32271
H 3.28629 -0.91929 0.87441
H 1.63278 -0.82346 1.21366
H 2.87641 1.61124 0.37582
H 1.33439 1.29032 0.99259
H 2.37307 -1.69372 -1.29940
H -3.04254 -0.95899 1.33336
H -1.76265 -0.12226 0.60821
H -3.90706 1.05042 -0.02631
H -3.42088 -0.06024 -1.42810
H -4.64278 -0.41007 -0.25939
H 0.64825 0.80958 -1.08350
H 0.52572 -0.38499 -2.39176
H 0.01643 -0.77000 -0.66608
H -1.09941 1.58154 0.65256
H 2.76261 -0.01162 -1.61858
O -0.60837 0.75220 0.80255

Cartesian forces, eV/Å:
C 0.38 0.29 1.61
N -0.16 -0.17 -1.02
C -1.37 0.98 -0.51
N -0.26 0.84 0.74
C -1.56 -0.72 -0.58
C 1.46 -0.20 -0.03
H 0.24 0.55 -0.45
H -0.53 -0.84 -0.72
H 0.12 -0.10 0.03
H 0.01 0.01 0.69
H 0.10 -0.34 0.34
H -0.16 -0.06 -0.02
H 1.46 -0.26 -0.50
H 0.65 0.07 -0.13
H 0.46 0.63 0.24
H 0.38 -0.33 0.30
H -0.42 -0.09 -0.41
H -0.27 -0.11 0.07
H -0.28 -0.31 -0.46
H 0.34 0.19 0.10
H 0.46 -0.18 0.34
O -1.07 0.14 0.36

Summary:
- strongest force on any atom (eV Å⁻¹) = 1.8
- net charge = +1
- E_LUMO (eV) = -9.473
- DFT total energy (hartree) = -345.6385

=====

# C10H35O7

7 unconnected molecules or ions with the total composition C10H35O7 in a non-equilibrium geometry (ωB97M-V with the def2-TZVPD basis set, OMol25).

Geometry (Å):
O -0.26719 -0.02185 0.10161
H 0.47025 0.08123 0.77035
H 0.02439 -0.21735 -0.66689
H -0.65960 0.91178 -0.14774
C -2.36067 2.76314 -2.70981
O -2.08011 1.35368 -2.69041
H -3.02304 2.92368 -1.80251
H -3.18248 2.89828 -3.64856
H -1.56746 3.45556 -2.56718
H -1.66848 0.93507 -3.59005
C -0.31269 2.25992 2.61454
O -0.93421 2.15401 1.27744
H -0.84291 1.42664 3.30614
H -0.32745 3.12064 3.02151
H 0.90594 1.92363 2.66634
H -1.42388 2.88163 1.16556
C 2.87233 1.94061 0.24076
O 1.82333 1.85380 -0.67318
H 3.45536 1.14530 0.34334
H 2.69099 2.46541 1.13272
H 3.41778 2.55825 -0.40374
H 1.81047 2.66264 -1.28771
C -4.50003 1.34840 1.02115
O -5.04854 0.44454 0.20989
H -4.49938 2.37609 0.81799
H -3.32831 1.17972 1.02915
H -4.83948 1.24252 2.13547
H -4.63069 -0.34919 0.22711
C 0.07430 -1.60606 3.56606
C 1.33594 -1.93025 2.71108
C 1.25047 -3.15090 1.93702
O 1.62487 -0.67806 1.93495
H 0.02446 -2.52454 4.26064
H -0.89398 -1.67630 2.96606
H 0.10240 -0.75866 4.17412
H 2.08224 -1.90285 3.51933
H 0.34551 -3.31207 1.32690
H 1.31095 -3.97261 2.68685
H 2.31003 -3.11216 1.47007
H 2.34633 -0.28597 2.39751
C 1.84572 -2.35667 -1.71019
C 1.36710 -1.36577 -2.87658
C 1.29345 -2.18870 -4.17724
O 0.11949 -0.79966 -2.43207
H 2.84007 -2.85223 -1.95042
H 0.85959 -2.94790 -1.15963
H 2.00799 -1.92415 -0.63882
H 2.12716 -0.59846 -2.95914
H 2.37159 -2.59304 -4.55010
H 1.00488 -1.56894 -5.01217
H 0.69926 -3.09168 -4.18115
H -0.42408 -0.52019 -3.19638

Cartesian forces, eV/Å:
O -4.43 4.59 7.77
H 0.13 -0.27 0.11
H 4.06 -3.51 -9.55
H 0.59 -1.32 1.74
C -4.93 -1.27 -1.40
O 2.13 -1.48 -2.22
H 0.67 -0.35 -0.94
H 2.73 0.47 2.37
H 1.05 0.35 -0.77
H -1.71 2.44 3.04
C 1.79 -9.80 -1.69
O 3.92 -3.55 2.14
H 1.15 2.14 -1.49
H -0.66 6.33 2.51
H -3.44 0.85 -0.81
H -2.95 4.35 -0.74
C -0.67 4.06 -2.26
O -3.07 0.09 -1.78
H 1.69 -4.12 0.54
H -0.70 0.46 1.35
H 2.62 1.44 0.44
H 0.10 -2.01 1.69
C 4.28 -0.99 4.58
O -3.77 2.57 -2.31
H -1.16 1.40 -1.21
H -1.77 0.18 0.41
H 0.47 0.18 -1.73
H 1.91 -3.36 0.25
C -1.18 -4.25 -1.14
C -2.00 4.08 2.90
C 2.63 -1.33 -0.19
O -0.81 -1.35 -0.79
H -0.20 1.39 -0.71
H 1.23 0.40 0.62
H 0.29 1.49 0.69
H 0.46 -0.71 -0.75
H 0.74 0.36 -0.10
H -0.17 0.34 -0.63
H -2.03 -0.89 -0.37
H 0.78 0.68 0.20
C -1.94 0.27 3.11
C 0.71 -2.59 1.54
C 2.66 -0.34 -0.93
O -0.05 0.03 -0.83
H -1.81 -0.06 0.19
H 2.70 0.45 -2.76
H 0.43 0.62 -2.07
H -0.01 0.39 -0.18
H -2.23 1.15 1.31
H -0.39 0.31 -0.31
H -0.47 0.00 0.50
H 0.61 -0.33 0.68

Summary:
- strongest force on any atom (eV Å⁻¹) = 11.0
- net charge = +1
- E_LUMO (eV) = -2.418
- DFT total energy (hartree) = -928.1158

=====

In order of appearance, ΔE to the lowest compared entry with this formula, charge and spin = 1.240; 0.196; 0.000; 8.359; 8.127 eV.